(1)
{"formula": "C35H63CdFGe3N4O5S2", "method": "the ωB97M-V functional and the def2-TZVPD basis", "gap_ev": 7.890, "lumo_ev": 0.18, "largest_force_ev_per_a": 0.55, "energy_ha": -9261.47050, "e_homo_ev": -7.7, "species": ["Cd", "Ge", "Ge", "Ge", "S", "S", "F", "O", "O", "O", "O", "O", "N", "N", "N", "N", "C", "C", "C", "C", "C", "C", "C", "C", "C", "C", "C", "C", "C", "C", "C", "C", "C", "C", "C", "C", "C", "C", "C", "C", "C", "C", "C", "C", "C", "C", "C", "C", "C", "C", "C", "H", "H", "H", "H", "H", "H", "H", "H", "H", "H", "H", "H", "H", "H", "H", "H", "H", "H", "H", "H", "H", "H", "H", "H", "H", "H", "H", "H", "H", "H", "H", "H", "H", "H", "H", "H", "H", "H", "H", "H", "H", "H", "H", "H", "H", "H", "H", "H", "H", "H", "H", "H", "H", "H", "H", "H", "H", "H", "H", "H", "H", "H", "H"], "xyz": [[-0.87032, -0.79983, 0.06534], [2.80082, 0.89788, 0.10411], [0.04397, -0.44319, 2.38321], [1.15857, 3.89233, 0.05138], [-0.42952, -3.72560, 0.08569], [-4.10216, 0.34546, -0.39687], [1.75562, -3.00035, -5.73673], [3.17095, -0.98539, -7.08630], [-0.77021, -1.17256, -2.26064], [-3.32258, -0.81792, 0.20017], [0.41041, 2.17692, -5.33515], [-1.61603, 0.81932, -1.76075], [-2.55432, -3.53611, -1.49179], [-0.02518, -0.01614, -4.80211], [1.76928, 0.55512, -6.16560], [-2.86155, -4.67174, 0.50939], [0.69097, 0.99775, -5.42554], [2.22229, -0.75156, -6.37709], [-1.20225, -0.02212, -2.58608], [-3.63646, -4.11065, -2.28785], [-4.39120, -3.73965, 2.19986], [4.09382, 2.14317, -0.73245], [1.12116, 1.93360, 0.01177], [-1.22954, 0.36410, -4.05979], [-4.25935, -4.34467, 0.80972], [-0.37240, -2.06662, 3.44668], [0.36574, -1.33934, -4.91884], [5.51089, -0.08011, 1.71296], [-0.75730, 1.09335, 3.36402], [-4.08411, 3.10154, -0.15994], [1.78280, 4.72533, -1.60650], [-0.72082, 4.43367, 0.25265], [1.41325, -1.71367, -5.64943], [4.40379, 0.15302, 2.53144], [-6.58826, -0.77506, -0.18343], [6.79125, -0.19742, 2.23778], [5.90573, 0.17009, 4.43393], [2.15014, 4.49737, 1.63032], [4.62898, 0.28303, 3.90451], [5.56490, 1.77946, -0.97105], [6.99466, -0.07219, 3.60471], [-2.05627, -3.97696, -0.32945], [2.61540, -0.68375, -1.06677], [3.02683, 0.22050, 1.95347], [-4.13870, -3.07236, -3.28188], [3.84653, -1.58710, -1.21398], [0.05614, 1.53673, 4.58672], [1.99025, -0.25415, 2.65845], [-5.69236, 0.27386, 0.46646], [-3.45179, 1.83108, 0.39930], [-0.07214, -2.01614, 4.94957], [1.34610, 4.20934, -2.46653], [2.26970, 5.58315, 1.62671], [4.65670, -1.08654, -1.74835], [-3.34638, -2.80290, -3.98648], [-3.26757, -4.99262, -2.82079], [2.86879, 4.71661, -1.70873], [-4.60301, -3.62147, 0.08235], [-0.71141, -1.29590, 5.46659], [-0.81010, 5.51890, 0.35876], [2.27761, -0.33139, -2.04759], [-0.23748, -2.99267, 5.41273], [-3.83609, -2.80255, 2.24803], [3.59343, -2.49120, -1.77300], [-0.86065, 1.93543, 2.67126], [4.22497, -1.90344, -0.23883], [-1.77159, 0.79895, 3.65303], [-6.15096, 1.26291, 0.41473], [-6.11141, -1.75494, -0.17362], [-4.45917, -2.16729, -2.75802], [2.25069, -0.67819, 3.63449], [3.59800, 2.30979, -1.69608], [-2.11083, -0.08905, -4.51935], [7.62938, -0.38732, 1.57631], [-3.59911, 1.70632, 1.47410], [-4.87152, -5.24517, 0.72575], [1.59761, 4.21323, 2.53089], [1.44138, 5.76365, -1.62454], [0.96710, -1.73717, 5.14589], [-0.20303, -2.06030, -4.35540], [-1.28409, 4.12786, -0.63629], [-5.15648, 3.15388, 0.03791], [5.67254, 0.79604, -1.43575], [-7.53896, -0.85829, 0.34499], [-4.98018, -3.46651, -3.85417], [1.07637, 1.80432, 4.29641], [6.13315, 1.77748, -0.04021], [5.36114, -0.20411, 0.64838], [-1.31430, 1.43829, -4.12584], [-1.17199, 3.96052, 1.13195], [-5.44277, -3.53383, 2.41993], [0.18130, -2.88100, 2.97788], [3.14001, 4.03981, 1.68491], [7.99101, -0.15800, 4.02165], [1.80408, -1.28467, -0.64859], [-1.90350, -2.95522, -2.00128], [-1.43082, -2.29481, 3.28213], [-4.00990, -4.41749, 2.96839], [6.03228, 2.50732, -1.64034], [6.05431, 0.27458, 5.50346], [3.79651, 0.49208, 4.56735], [0.12575, 0.74290, 5.33395], [-3.61924, 3.97486, 0.29703], [-4.44859, -4.44687, -1.65285], [-5.44966, 0.03398, 1.50425], [-6.80105, -0.51014, -1.22154], [-2.34530, -5.01314, 1.30425], [0.56638, 1.64187, -0.88575], [4.03240, 3.09124, -0.19276], [-0.39279, 2.40935, 5.07037], [-2.38528, 1.80601, 0.17159], [0.50305, 1.67657, 0.87372], [-3.93112, 3.16320, -1.24051], [2.28427, 1.28148, -6.63661]], "forces_ev_per_a": [[-0.2, -0.3, -0.4], [-0.2, 0.0, -0.2], [0.1, 0.0, 0.4], [-0.1, 0.0, 0.1], [-0.2, 0.2, -0.1], [0.1, 0.0, 0.2], [0.1, -0.1, 0.0], [0.0, 0.0, 0.0], [-0.2, 0.4, 0.1], [-0.1, 0.1, -0.1], [0.0, -0.2, -0.1], [0.1, -0.2, -0.1], [-0.1, 0.0, 0.0], [0.0, 0.0, 0.0], [0.0, -0.1, 0.0], [-0.1, 0.0, 0.1], [-0.1, 0.1, 0.2], [0.0, 0.2, 0.0], [0.1, -0.1, 0.2], [0.1, 0.1, -0.1], [0.0, 0.0, 0.0], [0.2, -0.2, 0.2], [0.2, 0.0, 0.0], [0.2, -0.2, 0.0], [0.1, 0.0, 0.1], [0.0, 0.0, 0.1], [-0.2, 0.2, 0.1], [-0.1, -0.1, 0.1], [0.1, 0.1, 0.0], [0.0, -0.1, 0.0], [0.0, 0.0, 0.0], [-0.1, 0.0, 0.0], [0.0, 0.0, 0.0], [0.0, 0.0, 0.0], [0.0, 0.0, 0.0], [0.0, 0.0, 0.0], [0.0, 0.0, 0.0], [0.0, 0.0, 0.0], [0.0, 0.1, 0.0], [-0.1, 0.1, 0.0], [0.0, 0.0, 0.0], [0.0, -0.2, 0.0], [0.1, 0.0, 0.0], [0.2, 0.1, 0.0], [0.0, 0.0, 0.1], [-0.1, 0.1, 0.0], [-0.1, 0.0, -0.1], [0.0, 0.0, 0.0], [0.0, -0.1, -0.1], [-0.1, 0.1, -0.1], [0.0, 0.0, -0.1], [0.0, 0.0, 0.0], [0.0, -0.1, 0.0], [0.0, 0.0, 0.0], [-0.1, 0.0, 0.0], [0.0, 0.0, 0.0], [-0.1, 0.0, 0.0], [-0.1, 0.1, -0.1], [0.0, 0.0, 0.0], [0.0, -0.1, 0.0], [0.0, 0.0, 0.0], [0.0, 0.0, 0.0], [0.0, 0.0, 0.0], [0.0, 0.0, 0.0], [0.0, 0.0, 0.0], [0.0, 0.0, 0.0], [0.0, 0.0, 0.0], [0.1, 0.0, 0.0], [0.0, 0.0, 0.0], [0.0, -0.1, -0.1], [0.0, 0.0, -0.1], [0.0, 0.0, 0.0], [0.0, 0.0, 0.0], [0.0, 0.0, 0.0], [0.0, 0.0, 0.0], [0.0, 0.0, -0.1], [0.1, 0.0, -0.1], [0.0, -0.1, 0.0], [-0.1, 0.0, 0.0], [-0.1, 0.0, 0.0], [0.1, 0.0, 0.1], [0.0, 0.0, 0.0], [0.0, 0.1, 0.0], [0.1, 0.0, 0.0], [0.1, 0.0, 0.0], [-0.1, 0.0, 0.0], [0.0, 0.0, -0.1], [0.0, 0.0, 0.0], [0.0, 0.1, -0.1], [0.1, 0.1, -0.1], [0.1, 0.0, 0.0], [0.0, -0.1, 0.0], [0.0, 0.0, 0.0], [0.0, 0.0, 0.0], [-0.1, 0.0, 0.0], [0.1, 0.1, -0.1], [0.0, 0.0, 0.0], [0.0, 0.0, 0.0], [0.0, 0.0, 0.0], [0.0, 0.0, -0.1], [0.0, 0.0, -0.1], [0.0, 0.1, -0.1], [0.0, 0.0, 0.0], [0.0, 0.0, 0.0], [0.0, 0.0, 0.0], [0.0, 0.0, 0.1], [0.1, 0.0, 0.1], [0.0, 0.0, 0.0], [0.0, 0.0, 0.0], [0.0, 0.0, 0.0], [-0.1, 0.0, 0.0], [0.0, 0.0, -0.1], [0.0, 0.0, 0.1], [0.1, 0.1, -0.1]]}

(2)
{"formula": "C16H40Br8N8O16", "method": "the ωB97M-V functional and the def2-TZVPD basis", "gap_ev": 9.551, "lumo_ev": -0.77, "e_above_lowest_kj_mol": 0.00, "smiles": "C[N+](=O)[O-].C[N+](=O)[O-].C[N+](=O)[O-].C[N+](=O)[O-].C[N+](=O)[O-].C[N+](=O)[O-].C[N+](=O)[O-].C[N+](=O)[O-].BrCCBr.BrCCBr.BrCCBr.BrCCBr", "largest_force_ev_per_a": 6.18, "energy_ha": -22866.87910, "e_homo_ev": -10.3, "species": ["Br", "Br", "Br", "Br", "Br", "Br", "Br", "Br", "O", "O", "O", "O", "O", "O", "O", "O", "O", "O", "O", "O", "O", "O", "O", "O", "N", "N", "N", "N", "N", "N", "N", "N", "C", "C", "C", "C", "C", "C", "C", "C", "C", "C", "C", "C", "C", "C", "C", "C", "H", "H", "H", "H", "H", "H", "H", "H", "H", "H", "H", "H", "H", "H", "H", "H", "H", "H", "H", "H", "H", "H", "H", "H", "H", "H", "H", "H", "H", "H", "H", "H", "H", "H", "H", "H", "H", "H", "H", "H"], "xyz": [[2.24687, 0.15536, -5.04387], [-4.87345, 2.47893, 2.75678], [-0.91333, 4.82909, 3.06317], [0.01860, 1.15288, 2.67055], [-1.06773, -2.66184, 0.07328], [-0.23529, 0.44369, -1.83255], [-1.07963, -7.25458, 0.00489], [-2.07406, 0.92800, -6.36671], [1.28654, -4.23123, 4.54575], [-6.33449, -1.28157, 1.65380], [3.57698, 4.31144, 0.85682], [3.15775, 1.68714, -0.68964], [-5.40214, -0.67306, -3.60636], [3.99987, -3.54016, -1.50278], [5.53384, 0.95202, 2.63380], [1.51591, -2.20444, 5.00162], [-5.16792, -2.99575, 1.99099], [4.30277, -0.16315, -0.68324], [3.74570, 5.64330, 2.53045], [-4.59864, -1.49543, -1.80058], [3.57321, 0.27625, 1.88499], [2.03808, -3.31900, -0.61964], [-1.97531, 3.12872, -2.99019], [-3.12013, 2.12040, -1.62139], [4.19758, 1.05534, -0.57809], [2.87286, -3.10282, -1.49736], [1.40585, -3.12239, 4.22993], [3.49660, 4.58118, 2.05126], [-4.53833, -1.19342, -2.95237], [4.46758, 0.31065, 2.73461], [-5.29356, -1.82541, 1.90205], [-3.00831, 2.70373, -2.60796], [-4.22673, 2.92983, -3.42814], [0.69004, 0.61835, -6.13388], [-3.21036, 3.26132, 3.33288], [-0.54354, -5.39663, 0.32477], [0.39459, 0.48399, 0.89899], [4.27402, -0.51171, 3.97079], [-0.53992, 1.14472, -0.06380], [3.15211, 3.48951, 3.02303], [-0.49487, 0.64713, -5.23858], [2.49476, -2.18266, -2.61557], [5.40914, 1.80667, -0.19671], [-2.53645, 4.11853, 2.26873], [-3.29575, -1.50248, -3.65388], [-4.14080, -0.96932, 2.27510], [1.44708, -2.82238, 2.78458], [-1.64338, -4.49781, -0.14259], [0.41608, -5.20557, -0.13313], [4.14632, 3.25807, 3.40680], [-1.82622, -4.69946, -1.19484], [0.94619, -1.87707, 2.62257], [-3.44284, 3.89731, 4.19377], [3.15267, -1.31640, -2.52532], [-3.12838, -0.71439, -4.36707], [-2.55794, -4.70126, 0.40161], [1.47155, -1.87240, -2.52963], [-3.97997, 2.81279, -4.47225], [-4.55147, 3.94936, -3.22131], [4.38330, 0.11151, 4.85099], [0.85331, 1.50247, -6.73172], [-2.52179, -1.58511, -2.89379], [-0.47543, 2.22173, -0.08393], [-4.21136, -0.02021, 1.77825], [5.09851, -1.22803, 4.00558], [6.20024, 1.10202, -0.00455], [1.43975, 0.69466, 0.70304], [-3.18558, 4.93023, 1.95374], [0.25280, -0.58887, 0.85751], [2.77191, -2.65773, -3.55347], [-2.57297, 2.49422, 3.76162], [-2.25063, 3.57370, 1.37045], [-4.08254, -0.95960, 3.35358], [-5.00039, 2.23893, -3.12272], [-3.25149, -1.49285, 1.91113], [0.58378, -0.21670, -6.82041], [2.52733, 3.89568, 3.80148], [-0.62605, -0.31180, -4.76059], [-0.48797, 1.44900, -4.51611], [5.63635, 2.51236, -0.98291], [2.48302, -2.76960, 2.45183], [-1.54064, 0.81961, 0.20805], [-3.40858, -2.48692, -4.09911], [-0.42146, -5.39379, 1.40417], [0.98277, -3.59439, 2.19246], [2.69791, 2.66112, 2.50475], [5.15903, 2.30466, 0.73666], [3.33668, -1.04818, 3.94510]], "forces_ev_per_a": [[0.0, 0.3, -0.2], [-0.1, 0.1, -0.2], [0.0, 0.2, -0.1], [-0.1, -0.2, 0.3], [-0.5, 0.0, -0.1], [0.2, 0.0, -0.2], [0.1, 0.1, -0.2], [0.0, 0.0, 0.1], [-0.5, -4.5, 1.1], [-0.9, 1.0, -0.5], [-0.2, -0.1, 0.9], [0.7, -0.6, -0.2], [-1.0, 0.6, -0.4], [-0.2, -0.1, 0.0], [-2.1, -1.1, 0.3], [0.3, 1.5, 0.6], [0.8, -2.9, 0.0], [-0.2, 0.7, -0.3], [0.2, 1.4, 0.5], [-0.4, -0.3, 1.6], [1.3, 0.3, 1.4], [0.6, 0.1, -0.6], [2.7, 1.7, -1.8], [-1.2, -3.1, 5.2], [-0.5, -0.4, 0.1], [-0.4, 0.3, 0.4], [0.3, 2.5, -1.6], [-0.4, -1.1, -1.1], [0.5, -0.1, -0.7], [0.4, 0.4, -0.6], [-0.2, 1.9, 0.7], [-1.4, 1.2, -3.2], [-0.4, 0.3, -0.1], [0.3, -0.9, -0.4], [0.3, 0.8, 0.8], [0.1, -0.6, 0.8], [0.7, 0.0, -0.4], [0.7, -0.4, 0.0], [-0.6, -0.5, 0.4], [0.7, 0.3, -0.4], [-0.5, 0.4, -0.2], [0.9, 0.1, 0.0], [-0.1, 0.1, 0.3], [-0.3, -0.6, 0.0], [0.9, -0.5, 0.4], [1.1, -0.9, -0.8], [0.1, 0.5, -0.8], [0.0, -0.6, -0.3], [0.1, -0.1, -0.3], [-0.2, -0.4, 0.2], [0.0, 0.4, -0.1], [0.1, 0.2, 0.1], [-0.2, 0.0, -0.3], [-0.1, -0.1, 0.3], [0.1, 0.0, -0.4], [-0.1, 0.4, 0.2], [-0.4, -0.2, 0.1], [0.2, 0.0, -0.2], [0.1, 0.0, -0.1], [-0.2, 0.3, -0.1], [0.2, 0.4, 0.3], [0.1, 0.2, -0.1], [0.1, 0.2, -0.1], [-0.3, 0.4, 0.2], [0.0, 0.1, -0.2], [0.2, -0.2, -0.2], [0.0, 0.1, -0.1], [0.1, 0.2, 0.2], [0.0, -0.1, 0.3], [-0.3, -0.2, 0.1], [0.1, -0.3, -0.5], [0.1, -0.2, 0.2], [-0.2, 0.4, 0.2], [0.0, -0.2, 0.1], [-0.1, 0.0, 0.1], [0.1, 0.0, -0.1], [-0.1, 0.2, 0.1], [-0.1, -0.1, 0.2], [0.0, 0.1, 0.1], [0.0, 0.1, -0.1], [0.1, 0.1, 0.2], [-0.2, 0.3, -0.2], [-0.2, 0.1, -0.3], [0.0, 0.3, 0.0], [-0.2, -0.3, 0.3], [-0.1, -0.1, -0.2], [0.0, 0.2, -0.3], [-0.2, 0.3, -0.1]]}

(3)
{"formula": "C7H16OSi", "method": "the ωB97M-V functional and the def2-TZVPD basis", "gap_ev": [7.477, 7.364], "lumo_ev": [0.37, 0.45], "e_above_lowest_kj_mol": 556.20, "largest_force_ev_per_a": 4.90, "energy_ha": -640.87489, "e_homo_ev": [-7.1, -6.9], "species": ["Si", "O", "C", "C", "C", "C", "C", "C", "C", "H", "H", "H", "H", "H", "H", "H", "H", "H", "H", "H", "H", "H", "H", "H", "H"], "xyz": [[1.85883, 0.02920, 1.02614], [2.13851, -1.36720, 0.24431], [-2.88868, -1.32164, 0.79745], [-1.18788, 1.09044, -0.88645], [-1.06982, 0.32779, 0.43556], [2.71348, 2.57710, 0.29136], [1.99425, -1.80582, -1.08879], [3.09976, 1.32710, 0.44009], [-1.43497, -1.07006, 0.36888], [2.43639, -2.93771, -1.16067], [2.58119, -1.22755, -1.72842], [-3.17912, -0.50061, 1.44386], [-0.32918, 1.52638, -1.08425], [-1.59226, 0.74452, 1.26844], [-3.64872, -1.14398, -0.01013], [-1.06203, -1.47186, -0.68322], [-0.99737, -1.61063, 1.23295], [1.69959, 2.87448, 0.49256], [1.82556, -0.48376, 2.32651], [4.02660, 0.83629, 0.17394], [-2.95294, -2.36305, 1.15023], [-1.85615, 1.92455, -0.82479], [0.93729, -1.72804, -1.48170], [3.39843, 3.31661, -0.23450], [-1.43821, 0.45372, -1.69429]], "forces_ev_per_a": [[-2.4, 0.8, -1.9], [0.0, -1.0, -0.6], [-1.1, 0.2, -2.4], [-2.7, -1.2, 2.4], [2.2, 1.1, -0.7], [1.6, 1.3, -1.7], [-0.4, -2.9, 0.5], [-1.3, -1.6, 0.9], [0.7, -2.4, -0.5], [-1.4, 2.7, 0.2], [1.1, 1.0, -1.2], [0.1, -0.5, 1.1], [4.3, 2.0, -1.3], [0.2, 0.9, 0.6], [0.7, -0.6, 0.2], [-1.1, 0.1, 2.3], [0.9, 0.0, -0.9], [-0.2, 0.2, 0.2], [0.2, -0.1, 1.8], [0.5, 0.7, -0.2], [-0.5, 0.7, 0.3], [-1.0, 0.3, 0.0], [1.0, -0.4, 0.7], [-1.0, -0.7, 1.0], [-0.4, -0.7, -0.8]]}

(4)
{"formula": "C6H14FN6O4S2", "method": "the ωB97M-V functional and the def2-TZVPD basis", "gap_ev": 6.941, "lumo_ev": -4.99, "total_charge": 1, "largest_force_ev_per_a": 0.73, "energy_ha": -1762.51116, "e_homo_ev": -11.9, "species": ["S", "S", "F", "O", "O", "O", "O", "N", "N", "N", "N", "N", "N", "C", "C", "C", "C", "C", "C", "H", "H", "H", "H", "H", "H", "H", "H", "H", "H", "H", "H", "H", "H"], "xyz": [[-0.33302, 1.48695, 1.90348], [-1.83700, 2.63906, -1.99372], [-1.48976, 4.08455, -1.48910], [-0.93652, -1.49610, 0.01758], [0.28661, -4.12528, -2.05860], [-0.71831, 2.39206, -3.05836], [0.41853, 3.79869, 3.06207], [2.06201, 2.75591, 2.02595], [2.57219, 3.90837, 2.61176], [-1.58908, -3.63491, 0.37348], [1.49990, -2.21303, -1.94261], [-1.05397, -2.25430, 2.14489], [2.37790, -4.11686, -2.92263], [1.57585, 4.47684, 3.19222], [-1.46612, 2.35489, 0.79652], [-1.18076, -2.42181, 0.79763], [1.32128, -3.52295, -2.29364], [-1.29910, 1.67969, -0.58539], [0.81051, 2.72340, 2.32170], [3.23957, -3.64627, -3.12190], [-0.74408, -1.35562, 2.45855], [0.73425, -1.75928, -1.47113], [2.34497, -1.70790, -2.12748], [-1.61592, -3.79730, -0.62012], [-1.22467, 3.41543, 0.79042], [0.08849, 2.93059, -2.94390], [-0.25221, 1.43043, -0.77328], [-2.48068, 2.24735, 1.17794], [-1.90417, 0.76713, -0.65288], [-1.77975, -4.39532, 0.99810], [2.27258, -5.07821, -3.18782], [1.55720, 5.40055, 3.74989], [-1.25673, -2.96674, 2.82037]], "forces_ev_per_a": [[0.1, -0.5, 0.6], [0.1, 0.0, 0.2], [-0.1, -0.1, -0.2], [0.0, 0.5, -0.2], [-0.2, 0.0, 0.0], [-0.4, 0.3, -0.1], [0.0, -0.2, 0.0], [-0.1, 0.0, 0.0], [-0.2, 0.0, 0.1], [-0.2, 0.2, 0.0], [-0.1, 0.1, -0.1], [-0.1, 0.1, -0.1], [-0.1, 0.0, 0.0], [0.2, 0.1, 0.0], [-0.1, 0.0, -0.3], [0.0, -0.3, 0.1], [0.1, 0.0, 0.0], [0.0, 0.2, 0.1], [-0.1, 0.4, -0.2], [0.0, 0.0, 0.0], [0.0, 0.0, 0.1], [0.0, -0.1, 0.2], [0.0, -0.1, 0.0], [0.3, -0.1, 0.0], [0.1, -0.1, 0.0], [0.2, -0.2, 0.2], [-0.1, 0.0, 0.0], [0.0, 0.0, -0.1], [0.3, -0.1, 0.0], [0.1, 0.0, 0.0], [0.0, 0.0, 0.0], [0.1, -0.1, -0.1], [0.0, 0.0, 0.0]]}